(1)
Formula: C51H30BrCoF4N10O3S2Se
Source: the OMol25 dataset
Level of theory: ωB97M-V with the def2-TZVPD basis set

Computed properties:
gap between HOMO and LUMO (spin up / spin down): 0.2039 / 0.2011 Ha
<S²>: 3.7583
E_LUMO (spin up / spin down): 1.115 / 1.025 eV

Geometry as ORCA input:
```
! RIJCOSX wB97M-V def2-TZVPD def2/J DEFGRID3
* xyz -1 4
Co -0.088 0.287 0.506
S -1.193 2.250 0.247
C -2.779 1.810 0.865
C -3.049 2.069 2.215
C -4.244 1.724 2.820
C -4.439 1.974 4.221
N -4.589 2.157 5.345
C -5.237 1.090 2.061
C -5.007 0.871 0.714
C -3.815 1.249 0.097
S -3.957 0.958 -1.665
C -6.470 0.662 2.659
N -7.453 0.307 3.136
H -2.275 2.547 2.800
H -5.788 0.411 0.119
C -1.774 -0.938 3.253
O -1.639 -1.078 1.838
C -2.126 -2.221 1.276
C -2.891 -3.158 1.947
C -3.282 -4.306 1.267
Br -4.302 -5.602 2.194
C -2.956 -4.519 -0.050
C -2.205 -3.560 -0.738
C -1.762 -2.439 -0.054
O -0.966 -1.470 -0.639
C -1.961 -3.781 -2.172
N -2.174 -4.923 -2.766
C -1.905 -4.696 -4.103
C -1.988 -5.564 -5.192
C -1.689 -5.057 -6.440
C -1.308 -3.717 -6.618
C -1.216 -2.845 -5.552
C -1.525 -3.361 -4.298
N -1.549 -2.798 -3.040
H -2.826 -0.861 3.533
H -1.250 -0.026 3.516
H -1.310 -1.782 3.764
H -3.172 -3.021 2.979
H -3.269 -5.405 -0.583
H -0.213 -1.866 -1.108
H -2.282 -6.594 -5.047
H -1.748 -5.703 -7.306
H -1.080 -3.362 -7.614
H -0.918 -1.813 -5.685
H -1.491 -1.812 -2.844
F 1.874 -2.867 -1.041
C 3.026 -3.073 -0.348
C 3.199 -4.316 0.220
F 2.198 -5.203 0.049
C 4.317 -4.660 0.993
C 5.236 -3.604 1.109
C 5.054 -2.363 0.535
F 5.994 -1.432 0.772
C 3.932 -2.029 -0.221
C 3.671 -0.679 -0.741
C 2.388 -0.230 -0.854
N 1.286 0.167 -0.911
C 4.672 0.305 -0.957
N 5.446 1.139 -1.154
F 6.353 -3.772 1.840
C 4.479 -5.934 1.651
C 3.590 -7.019 1.461
N 2.886 -7.932 1.355
C 5.473 -6.171 2.631
N 6.233 -6.397 3.474
C 4.075 -3.001 4.362
N 2.830 -2.582 3.744
N 2.569 -1.270 3.391
C 1.459 -1.236 2.586
O 1.010 -0.142 2.122
C 1.010 -2.571 2.482
C 1.877 -3.360 3.204
C 1.806 -4.823 3.453
C 3.454 -0.195 3.687
C 3.843 0.044 4.999
C 4.748 1.058 5.267
C 5.254 1.835 4.233
C 4.831 1.613 2.930
C 3.929 0.598 2.654
H 4.888 -2.361 4.025
H 4.294 -4.018 4.044
H 4.018 -2.967 5.451
H 0.178 -2.927 1.902
H 1.114 -5.282 2.752
H 1.452 -5.012 4.469
H 2.774 -5.309 3.336
H 3.433 -0.552 5.805
H 5.059 1.240 6.287
H 5.977 2.611 4.443
H 5.222 2.203 2.112
H 3.594 0.419 1.643
Se -2.212 1.398 -2.868
C -2.444 3.270 -3.202
C -2.002 3.754 -4.428
C -2.085 5.111 -4.700
C -2.621 5.979 -3.758
C -3.062 5.487 -2.538
C -2.970 4.132 -2.252
H -1.595 3.071 -5.165
H -1.737 5.490 -5.652
H -2.698 7.036 -3.976
H -3.467 6.161 -1.794
H -3.302 3.752 -1.295
*
```

(2)
Formula: C3H12O3S
Source: the OMol25 dataset
Level of theory: ωB97M-V with the def2-TZVPD basis set

Computed properties:
gap between HOMO and LUMO (spin up / spin down): 0.3636 / 0.1741 Ha
<S²>: 0.7535
E_LUMO (spin up / spin down): -3.798 / -8.830 eV

Geometry as ORCA input:
```
! RIJCOSX wB97M-V def2-TZVPD def2/J DEFGRID3
* xyz 1 2
C -0.505 1.653 0.108
O -1.788 1.382 -0.357
C 0.575 0.829 -0.603
C 1.281 -0.071 0.482
S 2.961 -0.564 -0.065
H -0.320 2.721 -0.049
H -0.479 1.505 1.194
H -1.956 0.416 -0.313
H 0.092 0.078 -1.230
H 1.307 1.372 -1.190
H 0.752 -1.027 0.563
H 1.361 0.383 1.463
H 2.537 -0.982 -1.287
H -2.525 -0.825 -2.019
H -2.858 -1.683 -0.792
O -2.201 -1.113 -1.166
H -1.958 -0.739 2.471
H -3.060 -0.660 1.376
O -2.191 -1.031 1.583
*
```

(3)
Formula: C10H17Cl2N4O4Sc
Source: the OMol25 dataset
Level of theory: ωB97M-V with the def2-TZVPD basis set

Computed properties:
gap between HOMO and LUMO: 0.3551 Ha
E_LUMO: -6.436 eV

Geometry as ORCA input:
```
! RIJCOSX wB97M-V def2-TZVPD def2/J DEFGRID3
* xyz 2 1
Sc 0.517 -1.000 -0.577
C -3.102 -0.040 -1.912
C -2.594 -0.983 -0.838
C -3.648 -1.388 0.166
O -1.461 -0.330 -0.118
C -1.928 -2.204 -1.482
O -2.520 -3.204 -1.747
O -0.612 -2.026 -1.686
H -3.536 0.852 -1.458
H -3.883 -0.539 -2.485
H -2.303 0.250 -2.594
H -4.114 -0.507 0.611
H -3.228 -2.015 0.952
H -4.421 -1.958 -0.346
H -1.805 0.343 0.483
N 4.021 -1.732 -0.745
C 2.899 -1.514 -0.651
H 4.999 -1.959 -0.823
C 2.186 4.344 1.492
N 1.789 3.099 0.838
C 1.716 2.901 -0.602
C 1.281 1.466 -0.646
O 1.065 0.751 -1.649
N 1.132 0.961 0.592
C 1.457 1.974 1.455
N 1.432 1.826 2.766
H 2.358 5.096 0.727
H 3.110 4.207 2.054
H 1.393 4.701 2.148
H 2.681 3.040 -1.093
H 0.982 3.555 -1.079
H 1.193 0.936 3.171
H 1.687 2.576 3.389
Cl 1.516 -4.598 -0.732
C 0.139 -4.426 0.316
Cl 0.258 -2.888 1.314
H 0.115 -5.219 1.054
H -0.775 -4.347 -0.264
*
```